C29H39N6O5STi | ωB97M-V/def2-TZVPD

```
81
Properties=species:S:1:pos:R:3
Ti -0.51 -0.18 0.09
O 1.02 -4.52 -0.62
C 1.22 -3.47 0.18
O 0.35 -3.01 0.88
C 2.64 -2.94 0.15
O 2.65 -1.55 -0.02
C 2.73 -1.12 -1.38
C 1.39 -1.03 -2.13
O 1.43 -0.84 -3.33
O 0.32 -1.13 -1.41
H 0.07 -4.72 -0.60
H 3.22 -3.46 -0.62
H 3.07 -3.16 1.13
H 3.37 -1.79 -1.95
H 3.18 -0.13 -1.38
N 1.79 3.31 -1.26
C 2.91 2.90 -0.57
C 4.17 3.45 -0.49
C 5.12 2.83 0.33
C 4.78 1.69 1.04
C 3.50 1.13 0.95
C 2.53 1.72 0.14
N 1.23 1.37 -0.14
C 0.77 2.37 -1.03
C -0.51 2.38 -1.49
C -1.29 3.31 -2.27
S -2.91 2.87 -2.23
C -2.62 1.51 -1.32
N -1.34 1.31 -1.02
H 1.82 3.88 -2.08
H 4.42 4.35 -1.05
H 6.12 3.24 0.41
H 5.52 1.21 1.67
H 3.31 0.19 1.47
H -0.96 4.21 -2.77
H -3.39 0.81 -1.04
N -1.14 2.05 1.57
C -0.83 2.38 2.95
C 0.51 1.78 3.36
C 0.51 0.26 3.39
N 0.60 -0.34 2.06
H -0.53 2.53 0.92
H -2.09 2.29 1.33
H -1.61 1.97 3.59
H -0.80 3.47 3.14
H 0.75 2.14 4.37
H 1.31 2.13 2.70
H -0.39 -0.11 3.88
H 1.37 -0.07 3.99
H 0.67 -1.36 2.13
H 1.44 -0.01 1.60
C -2.99 -1.59 -2.75
C -3.22 -2.77 -1.81
C -1.94 -3.58 -1.63
C -3.86 -2.39 -0.48
C -5.11 -2.93 -0.21
C -5.80 -2.68 0.96
C -5.22 -1.85 1.90
C -3.98 -1.27 1.69
C -3.41 -0.30 2.70
C -4.19 1.01 2.63
C -3.39 -0.84 4.13
C -3.26 -1.55 0.49
N -2.00 -1.01 0.35
H -2.69 -1.96 -3.73
H -2.19 -0.94 -2.39
H -3.90 -0.99 -2.87
H -3.95 -3.42 -2.30
H -1.18 -2.93 -1.19
H -1.57 -3.93 -2.59
H -2.11 -4.44 -0.97
H -5.56 -3.58 -0.96
H -6.77 -3.13 1.14
H -5.75 -1.63 2.82
H -2.38 -0.10 2.40
H -5.24 0.85 2.89
H -4.17 1.42 1.62
H -3.79 1.76 3.32
H -4.39 -1.02 4.52
H -2.90 -0.13 4.80
H -2.84 -1.78 4.18
```

DFT total energy	-3081.015053	hartree
charge	-1
gap between HOMO and LUMO (alpha / beta)	3.686 / 3.683	eV
energy above the lowest of the compared OMol25 structures with the same formula, charge and spin	99.6	kJ/mol
molar mass	631.6	g/mol

Mulliken atomic charge list, values in e, 6 entries: number 1, Ti, carries 0.529; number 2, O, carries -0.551; number 3, C, carries 0.554; number 4, O, carries -0.547; number 5, C, carries -0.715; number 6, O, carries -0.127